Entry from the Open Molecules 2025 dataset: 2 unconnected molecules or ions with the total composition C3H7NO2 (ωB97M-V/def2-TZVPD).

Results
* SMILES: [H]/N=C/O.CC=O
* HOMO-LUMO gap: 10.999 eV
* net charge: 0
* largest force on an atom: 0.0103 Eh/bohr
* energy relative to the best compared isomer or geometry (same formula, charge and spin): 34.9 kcal/mol

Last columns: bonded neighbours and bond lengths (Å).
Atoms and positions in Å:
1 H 0.7502 -2.5248 -0.1406  N2 1.016
2 N 0.2331 -1.6660 0.0217  H1 1.016, C3 1.271
3 C -0.9763 -1.9238 0.3167  N2 1.271, O4 1.324, H5 1.092
4 O -1.8930 -1.0113 0.5972  C3 1.324, H6 0.987
5 H -1.4095 -2.9244 0.3753  C3 1.092
6 H -1.4882 -0.1113 0.5986  O4 0.987
7 C 1.2818 1.1940 -0.2156  C8 1.493, H10 1.090, H11 1.095, H12 1.100
8 C -0.0773 1.8036 -0.3141  C7 1.493, O9 1.217, H13 1.105
9 O -1.0424 1.5047 0.3637  C8 1.217
10 H 1.9723 1.7217 -0.8739  C7 1.090
11 H 1.6372 1.2192 0.8197  C7 1.095
12 H 1.2167 0.1265 -0.4710  C7 1.100
13 H -0.2047 2.5919 -1.0776  C8 1.105